Density functional theory data (ωB97M-V/def2-TZVPD) for a structure of composition C5H10N.

Properties
* net charge: +1
* energy above the lowest of the compared OMol25 structures with the same formula, charge and spin: 207.4 kcal per mole
* E_HOMO: -11.9136 eV

Positions of all 16 atoms, in Å:
C 0.38717 -0.37069 -2.06031
C 0.93361 0.82746 -1.67308
C -0.50871 -1.12414 0.78511
C -0.53344 0.26235 0.67277
N 0.31580 0.92429 1.48354
C -0.77313 -0.34581 2.13652
H 0.87570 -0.24768 -0.89956
H 0.99418 -1.10732 -2.57824
H -0.65025 -0.36177 -2.38047
H 0.32856 1.71387 -1.52490
H 1.96006 1.09365 -1.91081
H -1.24804 -1.90174 0.62943
H -1.33224 0.87476 0.26456
H 1.14612 0.32630 1.59001
H -0.17572 -0.64426 2.99500
H -1.71966 0.08073 2.47042

Cartesian forces (eV/Å) of the 6 atoms listed first:
C 0.4624 1.1952 -2.7992
C 0.4947 0.8464 -2.5349
C 0.5686 -0.5222 1.3835
C -1.8796 -0.2537 -1.8510
N 0.0233 -0.0830 0.7497
C 1.5837 -0.0104 1.5619